28
Properties=species:S:1:pos:R:3:forces:R:3:nbo_charge:R:1 method="wB97M-V/def2-TZVPD" de_lowest_kj_mol=43.7 charge=0 homo_ev=-8.929 smiles="C/C=C(/CC)[P@](N)(=O)N(C)C" homo_lumo_gap_ev=9.78 mol_weight_g_mol=176.200
C 1.31494 -1.45312 -0.74500 -0.3 2.2 0.9 -0.146
C 1.28201 -0.12679 -0.50723 -1.1 0.2 -0.1 -0.346
C 0.18737 -2.33277 -0.52602 -2.7 0.1 1.0 -0.654
C 2.49895 1.50507 1.00856 0.0 1.5 0.3 -0.603
C -2.82413 -0.27282 0.12022 -0.2 4.6 -1.3 -0.414
C -1.09026 0.04040 1.92949 -1.3 6.0 -1.7 -0.415
C 2.34211 0.91603 -0.40172 0.9 1.0 -0.6 -0.454
N -1.11575 0.30673 -1.99938 3.1 6.4 0.4 -1.201
N -1.42793 -0.12777 0.49406 1.4 0.7 -0.1 -0.819
O -0.32899 2.20027 -0.32517 0.4 1.4 -0.1 -1.092
P -0.37735 0.76373 -0.51962 -1.9 -4.5 -0.3 2.204
H 2.16994 -1.95498 -1.03780 2.2 -0.5 -0.3 0.200
H 0.28616 -3.35145 -0.83768 0.5 -0.6 0.1 0.217
H -0.68889 -1.96096 -1.04880 -0.2 -0.1 -0.4 0.215
H -0.21212 -2.22752 0.52650 0.8 -0.6 -0.9 0.238
H 2.93144 0.92251 1.86255 -0.4 0.0 -1.1 0.209
H 1.48642 1.83637 1.26566 0.4 0.1 0.5 0.216
H 3.11843 2.44742 0.88786 -0.6 -1.0 0.3 0.212
H -3.02643 0.14779 -0.94164 0.6 -0.6 1.9 0.233
H -3.15418 -1.21910 0.08688 -1.0 -3.8 0.2 0.179
H -3.53240 0.31085 0.76266 0.7 -0.3 -0.1 0.186
H -0.30068 0.96291 2.04903 -1.5 -2.6 -0.2 0.214
H -2.02538 0.57971 2.29549 1.1 -1.1 0.5 0.202
H -0.82897 -0.81007 2.43602 0.6 -2.1 1.3 0.191
H 1.98505 1.79012 -1.03751 0.7 -0.9 0.7 0.228
H 3.36315 0.68637 -0.71883 -0.3 -0.6 -0.5 0.214
H -1.39462 -0.50969 -2.36793 -0.8 -3.6 -1.1 0.392
H -0.63790 0.93072 -2.71063 -1.1 -1.2 0.8 0.396